(1)
80
Properties=species:S:1:pos:R:3 method="wB97M-V/def2-TZVPD" charge=-2 gap_ev=6.02 e_lumo_ev=4.0
Sr -1.147 -0.412 0.643
C 1.345 -1.366 3.017
N 0.079 -0.648 3.120
C -0.850 -1.415 3.945
C 0.299 0.693 3.672
C 0.660 1.723 2.608
N -0.504 1.927 1.766
C -0.742 3.141 1.280
C -2.063 3.441 0.820
F -3.008 2.495 0.968
C -2.405 4.638 0.255
F -3.690 4.832 -0.130
C -1.494 5.678 0.079
C -0.213 5.420 0.511
F 0.756 6.366 0.333
C 0.158 4.225 1.095
F 1.496 4.056 1.349
H 1.177 -2.337 2.553
H 1.784 -1.517 4.017
H 2.050 -0.805 2.403
H -0.430 -1.597 4.948
H -1.039 -2.378 3.470
H -1.800 -0.892 4.028
H 1.078 0.648 4.453
H -0.631 1.024 4.139
H 1.541 1.370 2.048
H 0.978 2.630 3.135
H -1.774 6.616 -0.370
S -4.212 -0.521 2.731
C -4.446 -1.571 1.389
C -5.597 -2.393 1.261
C -5.757 -3.206 0.173
C -4.777 -3.232 -0.826
C -3.681 -2.417 -0.639
N -3.513 -1.617 0.414
H -6.336 -2.352 2.052
H -6.641 -3.831 0.090
H -4.857 -3.861 -1.701
H -2.873 -2.398 -1.363
O 0.000 -1.653 -0.993
C 0.353 -2.552 -0.177
O -0.375 -2.994 0.731
C 1.768 -3.049 -0.299
C 2.006 -4.386 -0.391
C 3.320 -4.860 -0.579
C 4.377 -3.983 -0.680
C 4.138 -2.626 -0.588
C 2.835 -2.057 -0.328
O 2.611 -0.851 -0.118
N 5.292 -1.765 -0.771
O 6.402 -2.227 -0.532
O 5.119 -0.646 -1.232
N 3.569 -6.275 -0.702
O 4.724 -6.656 -0.869
O 2.610 -7.036 -0.666
H 1.190 -5.090 -0.310
H 5.381 -4.347 -0.839
C 1.483 0.321 -2.938
N 1.819 1.649 -2.357
C 3.220 1.702 -1.866
C 0.835 2.040 -1.274
C -0.544 2.168 -1.855
C -0.752 3.228 -2.743
C -1.980 3.372 -3.363
C -2.984 2.457 -3.060
C -2.752 1.440 -2.143
C -1.524 1.231 -1.481
H 2.254 0.072 -3.665
H 0.501 0.397 -3.397
H 1.439 -0.404 -2.127
H 1.691 2.346 -3.093
H 3.340 0.924 -1.112
H 3.394 2.692 -1.448
H 3.890 1.509 -2.701
H 1.222 2.975 -0.865
H 0.899 1.260 -0.514
H 0.024 3.973 -2.918
H -2.166 4.198 -4.040
H -3.960 2.563 -3.521
H -3.589 0.786 -1.913

=====

(2)
65
Properties=species:S:1:pos:R:3 method="wB97M-V/def2-TZVPD" charge=+1 gap_ev=4.22 e_lumo_ev=-5.3
C -3.536 -1.200 1.523
C -2.820 -2.407 2.016
N -1.721 -2.054 2.761
C -0.647 -2.896 2.975
C 0.248 -2.485 4.074
C 1.523 -2.966 4.097
C 2.540 -2.512 5.078
C 2.271 -1.066 5.578
C 0.824 -0.710 5.719
C 0.480 0.448 6.427
C -0.856 0.794 6.631
C -1.864 -0.058 6.157
C -1.517 -1.174 5.393
C -0.179 -1.473 5.071
C -0.446 -3.879 2.057
O -3.169 -3.562 1.790
H -3.015 -0.253 1.721
H -3.702 -1.326 0.447
H -4.482 -1.193 2.063
H -1.666 -1.080 3.033
H 1.812 -3.743 3.395
H 2.558 -3.177 5.958
H 3.543 -2.556 4.634
H 2.780 -0.908 6.542
H 2.726 -0.349 4.874
H 1.270 1.092 6.824
H -1.116 1.705 7.175
H -2.911 0.163 6.365
H -2.310 -1.828 5.039
H 0.491 -4.426 2.091
H -1.169 -4.122 1.286
C -4.898 -1.563 -3.344
C -5.120 -0.107 -2.929
C -5.669 -0.260 -1.547
C -6.080 -1.607 -1.389
O -5.692 -2.404 -2.416
C -6.660 -2.061 -0.196
C -6.639 -1.217 0.885
C -6.031 0.081 0.819
C -5.713 0.878 1.967
C -6.696 1.304 2.914
C -6.587 2.582 3.555
C -7.608 3.023 4.362
C -8.660 2.141 4.725
O -9.479 2.627 5.696
C -8.914 3.926 6.111
C -7.871 4.322 5.059
C -8.792 0.885 4.127
C -7.871 0.529 3.180
C -5.587 0.557 -0.449
H -5.237 -1.791 -4.359
H -3.839 -1.842 -3.233
H -4.210 0.498 -2.970
H -5.873 0.368 -3.574
H -7.028 -3.080 -0.145
H -7.009 -1.588 1.837
H -4.776 1.452 1.958
H -5.716 3.215 3.361
H -9.745 4.633 6.202
H -8.431 3.785 7.090
H -6.980 4.789 5.484
H -8.305 5.045 4.348
H -9.615 0.243 4.414
H -8.075 -0.358 2.598
H -5.160 1.562 -0.512

=====

(3)
82
Properties=species:S:1:pos:R:3 method="wB97M-V/def2-TZVPD" charge=-1 gap_ev=8.52 e_lumo_ev=2.2
Ba 0.435 -1.262 -0.130
C 1.445 -3.320 3.382
C 0.164 -2.845 2.750
O 0.004 -1.669 2.419
N -0.829 -3.750 2.635
C -2.111 -3.481 1.983
C -2.210 -4.105 0.608
C -2.943 -5.274 0.442
C -2.990 -5.877 -0.804
C -2.293 -5.296 -1.845
C -1.601 -4.119 -1.598
N -1.573 -3.521 -0.410
H 2.093 -2.464 3.546
H 1.941 -4.016 2.702
H 1.244 -3.828 4.325
H -0.562 -4.718 2.728
H -2.259 -2.401 1.921
H -2.893 -3.905 2.613
H -3.461 -5.705 1.289
H -3.555 -6.788 -0.954
H -2.267 -5.737 -2.831
H -1.033 -3.635 -2.384
O 1.183 -2.629 -2.193
P 2.200 -3.444 -1.319
O 2.572 -4.772 -1.840
O 1.826 -3.391 0.197
O 3.522 -2.374 -1.351
P 3.490 -0.850 -0.889
O 2.961 -0.999 0.683
O 4.735 -0.111 -1.020
O 2.231 -0.258 -1.780
H 1.805 -1.187 -2.112
H 2.601 -1.957 0.635
O -3.112 -0.354 1.496
C -2.196 0.431 1.236
O -1.408 0.365 0.233
C -1.958 1.622 2.177
C -0.628 2.317 1.919
Ge -0.416 3.238 0.204
C 1.479 3.213 -0.272
C 1.920 3.366 -1.586
C 3.274 3.343 -1.893
C 4.212 3.183 -0.886
C 3.794 3.051 0.430
C 2.439 3.057 0.729
C -1.478 2.799 -1.376
C -2.708 3.412 -1.592
C -3.489 3.079 -2.694
C -3.040 2.135 -3.603
C -1.805 1.527 -3.411
C -1.037 1.856 -2.306
C -0.916 5.123 0.549
C -1.652 5.503 1.669
C -2.054 6.821 1.857
C -1.725 7.786 0.918
C -0.991 7.428 -0.206
C -0.596 6.110 -0.384
H -1.981 1.214 3.190
H -2.813 2.297 2.077
H 0.148 1.550 1.962
H -0.413 3.063 2.689
H 1.200 3.494 -2.386
H 3.594 3.433 -2.924
H 5.267 3.146 -1.126
H 4.522 2.929 1.221
H 2.129 2.931 1.761
H -3.067 4.165 -0.899
H -4.448 3.561 -2.839
H -3.647 1.871 -4.460
H -1.441 0.796 -4.123
H -0.076 1.371 -2.167
H -1.924 4.764 2.415
H -2.627 7.091 2.736
H -2.039 8.813 1.059
H -0.731 8.176 -0.945
H -0.022 5.847 -1.266
Cl 4.107 -7.399 -1.697
C 3.479 -6.871 -0.133
Cl 3.614 -8.232 1.023
Cl 4.425 -5.522 0.493
C 2.045 -6.550 -0.233
N 0.918 -6.660 -0.032

=====

| no. | calculated total energy (eV) |
| --- | --- |
| 1 | -78446.355 |
| 2 | -40257.707 |
| 3 | -170963.491 |